17
Properties=species:S:1:pos:R:3:mulliken_charge:R:1 method="wB97M-V/def2-TZVPD" charge=0 gap_ev="7.750 / 7.751" relative_energy_kj_mol=559.5 molar_mass_g_mol=98.14
C 1.329 -1.071 1.799 -1.05
C 1.072 -0.089 0.662 -0.42
C 0.712 0.386 -1.398 -0.25
C -0.592 1.085 -1.715 -0.31
C -1.649 0.846 -0.948 -0.36
C -1.400 -0.226 0.092 -0.39
O -0.092 -0.678 -0.154 -0.29
H 2.050 -0.668 2.526 0.36
H 1.720 -2.034 1.457 0.26
H 0.405 -1.296 2.369 0.27
H 0.703 0.847 1.117 0.22
H 0.982 -0.425 -2.079 0.28
H 1.511 1.095 -1.251 0.30
H -0.592 1.831 -2.513 0.37
H -2.616 1.340 -1.031 0.39
H -1.480 0.141 1.121 0.30
H -2.062 -1.084 -0.053 0.31

61
Properties=species:S:1:pos:R:3:mulliken_charge:R:1 method="wB97M-V/def2-TZVPD" smiles="C[C@@H](I)C[C@@](C)(C#N)[C@@](C)(C#N)[PH2]=O.O=S1(=O)OCCO1.O=S1(=O)OCCO1.O=S1(=O)OCCO1" charge=0 gap_ev=9.688 molar_mass_g_mol=696.45
C -2.782 -0.289 1.692 -0.79
C -1.663 0.342 0.821 -0.41
I -2.303 2.398 0.404 0.02
C -0.301 0.496 1.530 -1.58
C 0.581 -0.800 1.633 2.08
C -0.131 -2.119 1.292 -2.05
C 1.702 -0.662 0.645 -0.63
N 2.601 -0.651 -0.065 -0.55
C 1.240 -0.865 3.060 1.23
C 0.207 -0.927 4.226 -1.33
C 2.071 -2.087 3.182 -0.34
N 2.790 -2.967 3.315 -0.52
P 2.390 0.594 3.374 0.46
O 3.640 0.043 3.966 -0.68
H -2.365 -0.715 2.611 0.20
H -3.625 0.375 1.878 0.43
H -3.163 -1.154 1.129 0.11
H -1.594 -0.115 -0.167 0.62
H -0.473 0.982 2.499 0.58
H 0.268 1.223 0.936 0.63
H -0.857 -2.322 2.091 0.38
H 0.566 -2.963 1.234 0.52
H -0.685 -2.097 0.354 0.42
H -0.034 -1.950 4.530 0.36
H 0.617 -0.364 5.075 0.45
H -0.747 -0.445 3.989 0.25
H 1.809 1.486 4.309 0.10
H 2.763 1.246 2.176 0.10
C 7.050 2.083 3.150 -0.31
C 6.308 1.257 2.127 -0.16
O 5.739 2.219 1.225 -0.26
S 6.716 3.486 1.117 1.10
O 7.521 3.347 -0.042 -0.54
O 5.958 4.657 1.372 -0.54
O 7.626 3.162 2.400 -0.32
H 6.368 2.506 3.890 0.27
H 7.825 1.516 3.658 0.32
H 5.531 0.644 2.575 0.19
H 6.991 0.622 1.558 0.26
C -1.147 -1.793 -3.995 -0.32
C -0.949 -3.291 -4.086 -0.45
O -1.474 -3.796 -2.854 -0.30
S -2.695 -2.865 -2.385 0.95
O -3.910 -3.476 -2.782 -0.64
O -2.460 -2.468 -1.039 -0.44
O -2.415 -1.625 -3.349 -0.09
H -0.379 -1.328 -3.371 0.26
H -1.157 -1.314 -4.972 0.31
H 0.096 -3.569 -4.199 0.35
H -1.529 -3.720 -4.906 0.31
C -5.546 2.179 -5.226 -0.37
C -6.260 2.087 -3.894 -0.34
O -5.712 0.920 -3.271 -0.33
S -4.178 0.749 -3.712 1.18
O -3.348 1.300 -2.700 -0.45
O -3.993 -0.565 -4.204 -0.54
O -4.200 1.778 -4.948 -0.34
H -5.967 1.482 -5.953 0.29
H -5.564 3.185 -5.637 0.31
H -7.337 1.991 -4.003 0.31
H -6.034 2.948 -3.262 0.29

44
Properties=species:S:1:pos:R:3:mulliken_charge:R:1 method="wB97M-V/def2-TZVPD" charge=+1 gap_ev="6.211 / 6.220" relative_energy_kj_mol=0.0 molar_mass_g_mol=755.91
Ru -0.831 0.705 0.421 -0.06
Cl 1.340 0.952 -0.991 -0.13
C 1.886 0.277 0.548 1.82
C 0.856 0.149 1.458 -1.62
C 1.215 -0.333 2.709 0.83
Cl 0.014 -0.524 3.941 -0.16
C 2.541 -0.676 3.000 -0.07
Cl 2.958 -1.270 4.552 -0.15
C 3.539 -0.539 2.029 0.63
Cl 5.160 -0.965 2.377 -0.16
C 3.210 -0.047 0.766 -0.39
Cl 4.380 0.156 -0.465 -0.17
O -2.687 -3.410 -5.663 -0.55
N -2.643 -3.569 -4.466 0.94
O -2.786 -4.623 -3.882 -0.56
C -2.411 -2.366 -3.635 0.24
C -2.894 -1.206 -4.118 -0.98
C -2.775 -0.002 -3.356 0.71
C -3.289 1.233 -3.789 -0.51
C -3.142 2.334 -2.987 -1.05
C -2.485 2.201 -1.759 -0.09
N -1.988 1.049 -1.334 0.22
C -2.129 -0.048 -2.121 -0.02
C -1.584 -1.286 -1.638 0.30
N -0.934 -1.234 -0.447 0.33
C -0.427 -2.346 0.052 -0.31
C -0.517 -3.569 -0.617 -1.05
C -1.155 -3.639 -1.827 -0.64
C -1.727 -2.469 -2.371 0.29
H -3.382 -1.192 -5.082 0.54
H -3.794 1.300 -4.744 0.48
H -3.524 3.301 -3.278 0.43
H -2.362 3.050 -1.101 0.40
H 0.075 -2.262 1.007 0.46
H -0.076 -4.449 -0.172 0.48
H -1.231 -4.577 -2.353 0.57
O -4.061 3.692 5.549 -0.45
C -3.512 3.184 4.632 0.58
S -2.230 4.009 3.680 -0.07
C -1.947 2.701 2.586 0.26
C -2.724 1.534 2.766 0.28
S -2.411 0.208 1.824 -0.32
S -3.851 1.511 4.085 -0.07
S -0.792 2.761 1.394 -0.20

83
Properties=species:S:1:pos:R:3:mulliken_charge:R:1 method="wB97M-V/def2-TZVPD" smiles="NC(N)=O.CCO.CCO.CCO.CCO.CCO.CO.CO.CO.CO.CO" charge=0 gap_ev=9.221 relative_energy_kj_mol=260.6 molar_mass_g_mol=450.61
C -24.902 -19.453 -8.915 -1.38
C -23.843 -20.510 -8.715 -0.27
O -22.838 -20.017 -7.827 0.41
H -24.495 -18.473 -8.978 0.29
H -25.536 -19.458 -8.073 0.36
H -25.573 -19.705 -9.780 0.37
H -23.353 -20.823 -9.627 0.48
H -24.254 -21.474 -8.246 0.42
H -22.222 -19.414 -8.320 -0.42
C -21.908 -17.245 -9.700 -0.98
C -20.673 -17.879 -9.004 -0.06
O -20.669 -19.289 -9.068 -0.51
H -22.750 -17.101 -8.978 0.07
H -22.267 -18.001 -10.474 0.25
H -21.675 -16.268 -10.129 0.43
H -20.416 -17.463 -8.042 -0.21
H -19.834 -17.663 -9.583 0.71
H -20.574 -19.563 -9.976 0.28
C -21.460 -15.264 -6.238 -0.91
C -20.576 -16.111 -5.347 0.95
O -20.327 -15.379 -4.136 -0.59
H -22.503 -15.072 -5.907 0.25
H -21.592 -15.699 -7.255 0.04
H -21.016 -14.243 -6.395 0.33
H -19.634 -16.273 -5.815 -0.10
H -20.929 -17.085 -5.080 -0.25
H -19.427 -15.567 -3.890 0.33
C -26.026 -19.879 -3.826 -0.82
C -24.651 -20.032 -3.090 0.01
O -24.337 -21.427 -3.017 -0.61
H -26.857 -20.361 -3.335 0.37
H -25.885 -20.230 -4.858 0.11
H -26.338 -18.814 -3.972 0.21
H -24.610 -19.675 -2.038 0.46
H -23.907 -19.495 -3.584 -0.03
H -23.592 -21.537 -2.434 0.32
C -18.197 -21.884 -7.323 -0.10
C -16.919 -22.331 -8.087 -0.72
O -16.112 -21.292 -8.499 -0.50
H -18.022 -21.405 -6.376 0.05
H -18.825 -22.711 -7.119 0.41
H -18.720 -21.173 -7.977 -0.04
H -17.304 -22.832 -8.956 0.24
H -16.302 -22.979 -7.485 0.42
H -15.193 -21.419 -8.300 0.31
C -22.748 -22.635 -5.575 0.35
O -22.601 -23.578 -4.554 -0.83
N -22.180 -22.729 -6.745 -0.13
N -23.452 -21.550 -5.487 0.10
H -21.450 -23.433 -6.788 0.29
H -22.212 -21.992 -7.380 0.17
H -23.931 -21.453 -4.556 0.32
H -23.593 -20.877 -6.257 -0.18
C -24.312 -17.684 -5.925 -0.07
O -24.728 -16.814 -4.900 -0.55
H -25.079 -17.918 -6.714 0.56
H -23.867 -18.618 -5.613 -0.22
H -23.583 -17.173 -6.532 -0.15
H -25.672 -16.714 -5.015 0.37
C -17.412 -18.739 -6.935 -0.02
O -17.442 -17.387 -7.261 -0.60
H -18.235 -19.189 -7.354 -0.43
H -17.360 -18.786 -5.808 0.06
H -16.510 -19.173 -7.241 0.58
H -17.074 -16.872 -6.509 0.33
C -20.672 -19.576 -5.584 0.63
O -21.389 -19.860 -4.413 -0.53
H -20.433 -20.462 -6.148 -0.23
H -19.792 -19.070 -5.243 0.55
H -21.239 -18.905 -6.237 -0.44
H -22.076 -20.483 -4.613 -0.18
C -18.402 -18.848 -2.700 -0.27
O -19.565 -18.023 -2.712 -0.57
H -17.924 -18.692 -1.769 0.36
H -17.772 -18.450 -3.545 0.08
H -18.621 -19.871 -2.856 0.07
H -20.265 -18.248 -3.318 0.31
C -19.289 -22.792 -4.436 -0.09
O -20.294 -22.888 -3.441 -0.58
H -18.495 -22.133 -4.168 0.41
H -19.686 -22.336 -5.315 -0.62
H -18.827 -23.735 -4.664 0.38
H -21.133 -23.080 -3.917 0.41

83
Properties=species:S:1:pos:R:3:mulliken_charge:R:1 method="wB97M-V/def2-TZVPD" charge=+1 gap_ev=6.810 molar_mass_g_mol=503.47
C 1.078 3.222 1.917 -0.45
C 1.231 4.808 1.702 0.46
C 1.707 5.633 2.920 -0.56
C 1.879 7.185 2.767 -0.37
C 1.558 7.920 1.449 -0.52
C 1.070 7.073 0.236 -0.61
C 0.914 5.533 0.362 0.54
C 0.442 4.668 -0.929 -0.33
N 1.701 4.217 -1.610 -0.13
C 1.776 2.785 -1.800 0.06
N 1.219 1.780 -0.902 -0.30
N 2.474 2.371 -2.885 -0.09
B 2.702 0.906 -3.235 0.63
O 3.709 0.193 -2.477 -0.54
N 1.928 0.152 -4.269 -0.16
C 2.956 -0.487 -5.153 -0.79
C 1.169 -0.924 -3.525 -0.46
H 2.051 2.744 1.523 0.17
H 0.225 2.836 1.256 -0.31
H 0.897 2.930 3.002 0.43
H 1.957 5.087 3.896 0.32
H 2.246 7.740 3.704 0.31
H 1.710 9.044 1.367 0.34
H 0.834 7.621 -0.732 0.28
H -0.287 3.839 -0.656 0.05
H -0.134 5.378 -1.637 0.42
H 1.888 4.730 -2.485 0.35
H 0.487 1.209 -1.343 0.29
H 1.938 1.220 -0.428 0.32
H 2.901 3.056 -3.541 0.22
H 4.312 0.847 -2.059 0.31
H 2.493 -0.894 -6.112 0.28
H 3.562 -1.292 -4.596 0.24
H 3.705 0.342 -5.463 0.28
H 0.229 -1.237 -4.120 0.35
H 0.871 -0.605 -2.469 -0.07
H 1.807 -1.867 -3.422 0.08
C 3.233 -3.752 -1.546 -0.62
O 2.066 -4.422 -1.109 -0.33
C 0.949 -4.201 -1.960 -0.27
C 0.037 -5.423 -1.977 -0.48
O 0.534 -6.509 -2.760 -0.49
C 1.679 -7.195 -2.247 -0.26
C 1.389 -8.043 -1.012 -0.58
O 1.242 -7.220 0.141 -0.27
C 0.303 -7.739 1.067 -0.80
H 3.111 -2.666 -1.444 0.14
H 4.069 -4.078 -0.923 0.33
H 3.464 -4.011 -2.586 0.33
H 1.275 -3.982 -2.984 0.28
H 0.401 -3.333 -1.569 0.29
H -0.904 -5.129 -2.455 0.44
H -0.219 -5.753 -0.969 0.13
H 2.509 -6.508 -2.083 0.06
H 1.990 -7.873 -3.047 0.42
H 2.233 -8.716 -0.826 0.40
H 0.490 -8.643 -1.185 0.36
H -0.663 -7.907 0.583 0.36
H 0.164 -7.001 1.857 0.23
H 0.675 -8.668 1.504 0.33
C -6.495 0.091 4.237 -0.80
O -5.536 1.078 3.901 -0.27
C -4.521 1.222 4.886 -0.62
C -3.199 1.619 4.241 -0.23
O -2.529 0.544 3.575 -0.49
C -3.134 0.061 2.375 -0.44
C -3.031 1.029 1.200 -0.02
O -3.953 2.104 1.348 -0.32
C -3.462 3.319 0.817 -0.68
H -7.091 0.417 5.098 0.33
H -7.155 -0.051 3.378 0.23
H -6.008 -0.866 4.455 0.36
H -4.382 0.288 5.445 0.35
H -4.844 2.006 5.584 0.41
H -2.519 1.932 5.040 0.40
H -3.313 2.478 3.578 0.07
H -4.161 -0.257 2.552 0.13
H -2.570 -0.839 2.111 0.44
H -3.289 0.505 0.272 0.45
H -2.003 1.400 1.123 -0.17
H -2.494 3.571 1.261 0.21
H -4.169 4.109 1.070 0.32
H -3.376 3.249 -0.271 0.31

20
Properties=species:S:1:pos:R:3:mulliken_charge:R:1 method="wB97M-V/def2-TZVPD" smiles="CCc1[nH]ccc(=[NH2+])c1F" charge=+1 gap_ev="8.476 / 8.475" relative_energy_kj_mol=87.3 molar_mass_g_mol=141.17
C 0.246 1.082 -2.188 -0.66
C -0.830 0.240 -1.869 -0.42
C 1.422 1.159 -1.373 0.53
C 1.425 0.488 -0.221 0.40
C -0.118 -0.428 0.151 0.41
C -1.300 -0.964 2.271 -1.17
C -0.226 -1.319 1.292 -0.90
N -0.993 -0.471 -0.778 0.00
N 2.540 1.839 -1.793 -0.48
F 2.260 0.435 0.741 -0.25
H 0.239 1.643 -3.031 0.44
H -1.645 0.357 -2.497 0.42
H -1.643 -1.862 2.811 0.34
H -2.228 -0.732 1.750 0.35
H -1.125 -0.061 2.745 0.43
H -0.439 -2.340 1.069 0.41
H 0.606 -1.404 1.856 0.35
H -1.671 -1.210 -0.548 0.34
H 2.507 2.519 -2.548 0.21
H 3.395 1.940 -1.216 0.23

21
Properties=species:S:1:pos:R:3:mulliken_charge:R:1 method="wB97M-V/def2-TZVPD" smiles="C=C/C=C/CCN.O" charge=0 gap_ev=9.230 relative_energy_kj_mol=310.5 molar_mass_g_mol=115.18
C -0.811 -1.462 -2.748 -0.50
C 0.243 -0.547 -2.093 -0.49
C 0.656 -1.123 -0.735 -0.45
C 0.736 -0.288 0.327 0.07
C 1.535 -0.699 1.455 -0.18
C 1.451 -0.106 2.646 -0.75
N -1.966 -2.063 -2.010 -0.61
H -0.330 -2.299 -3.297 0.31
H -1.326 -0.791 -3.416 0.27
H -0.041 0.496 -2.106 0.36
H 1.143 -0.713 -2.741 0.23
H 0.994 -2.150 -0.565 0.29
H 0.441 0.857 0.225 0.15
H 2.093 -1.548 1.187 0.33
H 0.879 0.798 2.766 0.26
H 1.863 -0.606 3.558 0.23
H -1.968 -3.114 -1.938 0.24
H -2.091 -1.832 -1.046 0.24
H -1.212 4.643 2.043 0.32
H -1.131 5.960 2.791 0.32
O -1.054 5.005 2.921 -0.64

Number 1: E_tot -8425.4420 eV. Number 2: E_tot -95464.8171 eV. Number 3: E_tot -141032.0731 eV. Number 4: E_tot -42965.4432 eV. Number 5: E_tot -45586.0550 eV. Number 6: E_tot -13109.5270 eV. Number 7: E_tot -9967.9562 eV.